No. 1
Entry from OMol25: a molecular structure, C24H55GaNO8 at a distorted geometry (ωB97M-V/def2-TZVPD).

Cartesian coordinates (Å):
1 C 3.91641 -0.46187 -2.87450
2 C 3.09830 0.82583 -2.80050
3 C 3.33496 1.87340 -3.66102
4 C 2.55038 3.00790 -3.53100
5 C 1.58193 3.11202 -2.56766
6 C 1.32767 2.05826 -1.69002
7 C 0.24179 2.17756 -0.62306
8 Ga 0.14758 0.64786 0.76193
9 N -0.14373 1.30690 2.59750
10 C -1.35715 -0.67207 0.33275
11 C -2.44555 -0.12094 -0.62644
12 C -2.03584 -0.25203 -2.12035
13 C -2.18404 1.03371 -2.91096
14 O -3.13777 1.78812 -2.81627
15 O -1.17785 1.39653 -3.76415
16 C 2.09450 0.91750 -1.84575
17 H 3.47183 -1.21470 -2.21225
18 H 4.90283 -0.25133 -2.43788
19 H 3.98624 -0.83602 -3.90053
20 H 4.10832 1.81301 -4.42500
21 H 2.76038 3.82233 -4.22535
22 H 1.01682 4.03860 -2.49337
23 H 0.40212 3.14183 -0.11467
24 H -0.72187 2.23933 -1.15386
25 H 1.48644 -0.21220 0.85688
26 H 0.79163 1.41987 2.98074
27 H -0.58998 2.21570 2.51049
28 H -1.01768 -1.64465 -0.06010
29 H -1.86504 -0.89396 1.28718
30 H -3.33118 -0.75685 -0.50756
31 H -2.78651 0.88776 -0.37052
32 H -2.66717 -0.99204 -2.63796
33 H -1.01131 -0.66952 -2.16261
34 H -0.32278 1.08081 -3.43217
35 H 1.94406 0.03948 -1.22238
36 C 1.85308 -3.69991 -3.22645
37 C 0.64527 -2.98075 -3.79419
38 O 0.54362 -1.66115 -3.26841
39 H 1.78752 -3.74862 -2.13848
40 H 1.92492 -4.71461 -3.62285
41 H 2.77233 -3.16225 -3.47019
42 H -0.26657 -3.50839 -3.53011
43 H 0.70957 -2.92184 -4.88869
44 H 1.34716 -1.18404 -3.50882
45 C -0.30869 4.45581 6.43093
46 C -0.34844 4.54453 4.91679
47 O -1.40168 3.75066 4.39076
48 H -0.17523 3.42083 6.74449
49 H 0.50864 5.05585 6.83627
50 H -1.25002 4.80473 6.86604
51 H 0.58236 4.17475 4.48839
52 H -0.49007 5.58289 4.59375
53 H -2.22966 4.07761 4.75517
54 C -7.43410 1.48356 -1.35110
55 C -6.14184 1.33747 -0.56436
56 O -5.25456 0.43584 -1.20102
57 H -7.92432 0.51440 -1.46042
58 H -8.12231 2.17232 -0.85470
59 H -7.23105 1.85789 -2.35732
60 H -6.34533 0.94502 0.43245
61 H -5.64440 2.30855 -0.45912
62 H -5.05446 0.78434 -2.07875
63 C -2.85869 -5.94860 -6.25921
64 C -2.13546 -5.85148 -4.92821
65 O -0.86598 -5.22437 -5.08101
66 H -2.26153 -6.51402 -6.97631
67 H -3.82770 -6.43794 -6.14449
68 H -3.01808 -4.95500 -6.68482
69 H -1.95972 -6.84440 -4.51582
70 H -2.72954 -5.27867 -4.20834
71 H -1.01752 -4.34210 -5.43450
72 C 4.19656 -3.13587 2.95241
73 C 4.08526 -1.68952 2.49728
74 O 2.72934 -1.30674 2.33194
75 H 3.71995 -3.79854 2.22872
76 H 5.24190 -3.43423 3.06868
77 H 3.68455 -3.27993 3.90727
78 H 4.57922 -1.55394 1.53470
79 H 4.55939 -1.02056 3.22672
80 H 2.28621 -1.41186 3.18130
81 C 1.84584 1.19898 7.28617
82 C 3.13867 1.92192 7.60817
83 O 2.87364 3.25968 8.02679
84 H 1.30317 1.72290 6.49958
85 H 2.03608 0.17587 6.95813
86 H 1.19357 1.16839 8.16354
87 H 3.77912 1.97243 6.72882
88 H 3.68559 1.40369 8.40423
89 H 2.31566 3.21224 8.80863

Values from the calculation:
Max |F|, Eh/bohr: 0.0258
HOMO energy, eV: -3.89
Charge: -1
Electronic energy, Eh: -3528.86649
HOMO-LUMO gap, Eh: 0.2338

---

No. 2
Entry from OMol25: 3 unconnected molecules or ions with the total composition C24H55IO10P3 at a distorted geometry (ωB97M-V/def2-TZVPD).

Cartesian coordinates (Å):
1 C 1.67348 -2.45689 -0.67024
2 C 1.23717 -1.15864 0.24624
3 C 1.69647 0.29596 -0.37477
4 C 1.60238 0.42601 -1.99644
5 C 0.11434 0.55991 -2.64162
6 C -1.07418 1.07290 -1.64979
7 C -2.11908 -0.13955 -1.23070
8 P -3.27742 -0.70890 -2.63816
9 I -4.01541 1.06040 -4.17391
10 C -4.71790 -1.69200 -1.81469
11 C -6.21435 -1.16061 -2.22022
12 C -6.84114 -0.01969 -1.22010
13 C -6.98510 -0.49458 0.35347
14 O -7.46592 0.63829 1.20899
15 C -6.35907 1.20848 1.99374
16 O -5.60568 0.56550 2.89249
17 H 1.08588 -2.56293 -1.67712
18 H 1.39345 -3.41521 -0.02183
19 H 2.84670 -2.54273 -0.84533
20 H 0.09384 -1.19123 0.58337
21 H 1.84517 -1.27415 1.26733
22 H 1.15405 1.12842 0.24237
23 H 2.85388 0.40212 -0.09759
24 H 2.14061 -0.47171 -2.57072
25 H 2.22170 1.39285 -2.32220
26 H 0.19480 1.36658 -3.51940
27 H -0.22010 -0.44168 -3.19591
28 H -1.73112 1.84454 -2.28200
29 H -0.73420 1.65773 -0.69673
30 H -1.44136 -1.08384 -0.95841
31 H -2.67947 0.15312 -0.24513
32 H -2.53214 -1.68718 -3.43001
33 H -4.54492 -1.70803 -0.63502
34 H -4.65547 -2.83059 -2.16368
35 H -6.32510 -0.77008 -3.31906
36 H -6.94109 -2.10416 -2.13931
37 H -7.95496 0.19379 -1.59172
38 H -6.28611 1.02913 -1.30273
39 H -7.82573 -1.33353 0.47093
40 H -6.00510 -0.95324 0.80408
41 H -6.14411 2.37261 1.85491
42 O -3.16210 4.20361 4.93383
43 P -2.31073 3.15379 5.68921
44 O -3.62739 2.29765 6.20841
45 C -4.25179 1.42947 5.27899
46 C -3.44724 0.15782 5.09869
47 O -2.10871 4.14500 7.01191
48 C -1.95182 5.54582 6.83827
49 C -3.25740 6.24947 7.16756
50 O -1.35951 1.98085 6.53317
51 C -1.19567 1.92792 7.94661
52 C -2.46954 1.66994 8.73336
53 H -4.39587 1.93971 4.32102
54 H -5.24011 1.18291 5.67553
55 H -2.48383 0.37054 4.62437
56 H -3.98716 -0.55689 4.47060
57 H -3.23365 -0.31059 6.06432
58 H -1.60538 5.78587 5.82722
59 H -1.17359 5.88252 7.52923
60 H -4.10131 5.82280 6.61826
61 H -3.19462 7.31719 6.93754
62 H -3.49196 6.13534 8.23160
63 H -0.67790 2.82358 8.30301
64 H -0.51093 1.09479 8.13610
65 H -3.15209 2.52194 8.69348
66 H -2.23493 1.48618 9.78782
67 H -3.00361 0.79800 8.34055
68 O 4.89320 -2.56998 -3.59752
69 P 6.34349 -2.19227 -3.98682
70 O 5.88191 -1.37150 -5.34676
71 C 5.36438 -0.06342 -5.17789
72 C 6.47683 0.93000 -4.90867
73 O 6.63774 -3.68164 -4.67095
74 C 6.08646 -4.85568 -4.09236
75 C 4.88205 -5.30547 -4.90180
76 O 7.96386 -1.77026 -4.42177
77 C 8.71544 -2.38587 -5.46273
78 C 8.14378 -2.21143 -6.85953
79 H 4.62450 -0.04953 -4.37092
80 H 4.85034 0.20642 -6.10403
81 H 6.95266 0.72960 -3.94337
82 H 6.08814 1.95250 -4.89252
83 H 7.25738 0.86026 -5.67244
84 H 5.83148 -4.69891 -3.03866
85 H 6.85446 -5.63401 -4.12113
86 H 4.16037 -4.49627 -5.04443
87 H 4.37525 -6.14399 -4.41509
88 H 5.19447 -5.62086 -5.90337
89 H 8.89362 -3.44021 -5.23045
90 H 9.70013 -1.90750 -5.44211
91 H 7.21604 -2.77263 -6.99258
92 H 8.85618 -2.57193 -7.61001
93 H 7.92699 -1.15779 -7.06608

Values from the calculation:
Max |F|, Eh/bohr: 0.1921
HOMO energy, eV: -11.01
Charge: +1
Electronic energy, Eh: -3021.00033
HOMO-LUMO gap, Eh: 0.2278

---

LUMO / eV: 2.47 -4.81